Version A
DFT (the ωB97M-V functional and the def2-TZVPD basis) results for a structure of composition C9H10.

LUMO = 0.153 eV
gap between HOMO and LUMO = 8.6 eV

Each line ends with the Löwdin charge.
CARTESIAN COORDINATES (ANGSTROEM)
1 C -0.45158 -1.90612 0.06442  0.0440
2 C -1.71074 -1.53197 0.20212  0.0228
3 C 0.83926 -1.38537 -0.05449  -0.0485
4 C 0.37131 -0.08138 -0.26835  -0.0331
5 C 1.63312 -0.22054 0.47902  -0.1917
6 C -1.21144 -0.02370 -0.11608  -0.4697
7 C 2.89442 0.00497 -0.31291  -0.0427
8 C -1.27746 0.61272 1.27925  -0.0512
9 C -1.95365 0.45687 -1.34884  -0.0232
10 H 1.58742 -0.16347 1.50880  0.1080
11 H 2.75541 0.26861 -1.40638  0.1226
12 H 3.43314 -0.81939 -0.35328  0.0268
13 H 3.41641 0.76994 0.11396  0.0471
14 H -0.78795 1.58862 1.47437  0.1002
15 H -0.81172 -0.06166 2.06816  0.1224
16 H -2.23367 0.85536 1.46480  0.0369
17 H -1.97522 1.48858 -1.30478  0.0577
18 H -3.01317 -0.01340 -1.28591  0.1252
19 H -1.50388 0.16134 -2.20388  0.0465

---

Version B
DFT (the ωB97M-V functional and the def2-TZVPD basis) results for a structure of composition C9H10.

LUMO = 1.052 eV
gap between HOMO and LUMO = 9.4 eV

Each line ends with the Löwdin charge.
CARTESIAN COORDINATES (ANGSTROEM)
1 C -2.70802 -0.54904 0.06970  -0.0455
2 C -1.24415 -0.12499 -0.03046  -0.3069
3 C -0.96548 1.13154 -0.15431  -0.0457
4 C 0.55206 1.16933 -0.21920  -0.1313
5 C 0.87565 -0.19589 -0.96842  -0.2368
6 C 2.30438 -0.42328 -0.65257  -0.0549
7 C 2.31433 -0.20392 0.69348  -0.0699
8 C 0.93864 0.22516 0.98752  -0.1860
9 C 0.02513 -0.83845 0.16932  -0.1038
10 H -3.04190 -1.23115 -0.70639  0.0593
11 H -3.37746 0.45090 0.20379  0.1266
12 H -2.79156 -1.06572 1.03722  0.0656
13 H -1.60036 1.96992 -0.29126  0.1023
14 H 0.90459 2.16407 -0.40314  0.1288
15 H 0.53217 -0.35283 -2.04890  0.1611
16 H 3.16780 -0.52065 -1.38513  0.1206
17 H 3.04712 -0.20582 1.52803  0.1122
18 H 0.83153 0.58143 1.99644  0.1281
19 H 0.23552 -1.98060 0.17428  0.1762

---

Of all the structures shown, which is most stable? version B, and version A is the least stable.